Formula: C28H51BF6N3O12P
Source: the Open Molecules 2025 dataset
Level of theory: the ωB97M-V functional and the def2-TZVPD basis

XYZ file:
```
102
Properties=species:S:1:pos:R:3:forces:R:3
C 4.79713 1.39344 0.04258 -0.053 -0.247 0.107
C 5.06759 -0.10853 -0.03494 -0.192 0.921 -0.382
O 3.80969 -0.81272 -0.08154 0.634 -0.165 0.381
P 3.54178 -1.97730 0.97194 -1.114 -0.713 -0.370
O 2.41725 -2.81455 0.52474 -0.003 0.109 0.018
C 3.20583 -1.23239 2.57185 0.419 0.093 0.308
C 1.69900 -1.03368 2.78258 0.318 0.054 -0.405
C 1.10331 -0.09528 1.73080 0.100 -0.089 0.324
C -0.40828 0.11372 1.89656 0.418 -0.008 0.348
C -0.66601 0.82076 3.26332 -0.225 -0.204 0.001
B -1.47364 0.05147 4.38802 -0.263 -0.128 -0.024
O -0.92694 -1.01117 5.07191 0.592 0.678 -0.213
O -2.76326 0.46936 4.71863 0.341 0.084 0.403
C -1.07679 -1.23681 1.66762 -0.207 -0.286 -0.636
N -2.48462 -1.19734 1.23887 0.497 0.188 0.579
N -3.22570 -2.34490 1.62694 -0.435 0.249 -0.373
C -2.67866 -3.56387 1.05771 0.274 -0.391 0.095
C -3.49678 -2.45814 3.03050 -0.055 0.082 0.095
C -4.74495 -1.82838 3.56375 -0.133 0.652 -0.318
O -2.78260 -3.08080 3.76449 0.495 -0.639 0.368
C -3.19430 0.05678 1.35086 -1.003 -0.009 -0.536
C -4.44946 -0.00576 0.45974 0.779 0.674 -0.331
C -5.28621 1.27505 0.45051 -1.190 -0.762 -0.035
C -6.44696 1.05536 -0.55787 0.103 -0.142 0.040
C -5.85924 1.58711 1.84671 0.364 0.431 -0.495
C -2.36489 1.25416 0.86066 0.338 0.052 0.507
N -0.87647 1.05597 0.81602 -1.166 -0.240 0.932
C -0.42203 0.64599 -0.63457 0.321 -0.405 -1.870
O 0.62927 1.19027 -0.91605 0.435 0.433 0.288
O -1.20303 -0.08784 -1.21564 -0.108 0.170 0.656
O 4.89734 -2.80326 1.12289 0.054 0.368 0.104
C 5.18233 -3.64856 -0.01437 0.568 -0.355 -0.163
C 6.68746 -3.79055 -0.19374 -0.193 0.104 -0.206
H 4.85621 1.75968 1.06534 -0.134 0.048 0.091
H 3.80120 1.57787 -0.35177 -0.073 0.133 -0.061
H 5.51741 1.95069 -0.54981 0.091 0.040 -0.051
H 5.58503 -0.31174 -0.96851 0.076 -0.318 -0.023
H 5.68601 -0.42506 0.80023 0.039 -0.269 0.036
H 3.58187 -1.92244 3.32733 0.047 -0.075 0.040
H 3.75260 -0.29779 2.71232 0.068 0.069 -0.124
H 1.25551 -2.02015 2.69040 -0.238 -0.044 0.150
H 1.55725 -0.65841 3.79247 -0.170 -0.062 0.137
H 1.31899 -0.52487 0.75809 -0.103 0.115 -0.201
H 1.60065 0.87668 1.78246 0.053 0.089 -0.059
H -1.14748 1.78876 3.12361 -0.136 0.011 -0.144
H 0.30436 1.05459 3.70187 0.141 -0.013 0.012
H -0.80157 -0.76011 5.99411 -0.362 -0.564 0.203
H -2.81674 1.23835 5.29137 -0.210 0.139 -0.153
H -0.52083 -1.70069 0.84846 0.042 -0.059 -0.050
H -0.93235 -1.90947 2.51200 -0.081 0.249 0.386
H -3.47597 -4.29702 0.95251 -0.102 -0.022 -0.092
H -2.23696 -3.36028 0.08900 -0.171 0.194 -0.158
H -1.91104 -4.02424 1.68317 0.121 0.092 0.059
H -5.13711 -2.42873 4.37526 -0.034 -0.136 0.058
H -5.47922 -1.66867 2.78122 -0.144 -0.152 -0.035
H -4.49572 -0.84751 3.96921 0.022 0.004 0.100
H -3.54584 0.30145 2.36083 0.286 -0.140 0.215
H -4.06389 -0.16281 -0.54992 -0.043 -0.226 -0.091
H -5.07457 -0.85557 0.71239 -0.057 -0.092 0.158
H -4.73287 2.12647 0.07496 0.363 0.060 0.146
H -6.37008 0.08458 -1.04459 0.077 -0.058 -0.099
H -7.41710 1.06754 -0.06621 -0.093 0.104 0.052
H -6.45395 1.80603 -1.34472 -0.052 0.114 -0.026
H -6.79668 2.12707 1.74802 -0.109 0.075 0.088
H -5.18059 2.24018 2.39554 0.056 -0.150 0.308
H -6.04085 0.67106 2.40149 -0.025 -0.066 0.151
H -2.54706 2.07059 1.55592 -0.050 0.157 -0.036
H -2.66744 1.58160 -0.12425 0.058 -0.146 -0.215
H -0.45458 1.95507 1.02856 0.314 0.006 -0.340
H 4.72113 -4.61803 0.14528 -0.205 -0.013 0.101
H 4.75514 -3.23197 -0.92298 -0.205 0.212 0.039
H 7.19521 -2.93627 0.24601 0.113 0.000 0.103
H 6.91031 -3.78245 -1.25444 0.070 -0.058 -0.107
H 7.08470 -4.71983 0.20225 0.022 0.023 0.308
C 7.88027 -4.44635 -7.29407 0.207 0.033 0.168
C 6.81584 -3.65365 -6.56844 -0.161 -0.173 -0.428
O 7.19889 -3.39367 -5.20203 -0.057 0.008 0.121
C 8.02006 -2.37563 -5.01090 -0.143 -0.117 -0.149
O 8.48155 -1.65238 -5.84032 0.106 0.121 -0.002
C 8.28363 -2.20894 -3.50343 0.125 0.056 0.208
F 8.53380 -3.38630 -2.91724 0.044 0.056 -0.086
F 7.20737 -1.66918 -2.90923 -0.035 -0.029 -0.023
F 9.31877 -1.40662 -3.28714 -0.004 -0.008 -0.050
H 8.10344 -5.36715 -6.75479 -0.078 -0.041 -0.035
H 7.53922 -4.69997 -8.29680 -0.035 0.001 -0.004
H 8.80539 -3.87716 -7.37764 -0.038 0.053 -0.052
H 5.89065 -4.22094 -6.50244 0.010 -0.004 0.172
H 6.59725 -2.71420 -7.07339 0.110 0.088 0.090
C -4.66394 7.88060 -3.29228 -0.138 0.068 0.222
C -4.47537 6.39896 -3.05398 0.181 0.136 -0.429
O -4.74073 6.05304 -1.67811 0.037 -0.088 0.091
C -6.01307 5.89575 -1.35286 0.166 0.040 -0.166
O -6.96138 6.01058 -2.06778 -0.167 -0.004 0.013
C -6.11483 5.48029 0.12589 -0.047 0.034 0.229
F -5.31931 6.22482 0.90275 0.003 -0.016 -0.028
F -5.74008 4.19828 0.25951 -0.023 0.121 -0.017
F -7.35945 5.60070 0.57056 -0.007 -0.028 -0.058
H -4.04677 8.45874 -2.60425 0.077 -0.016 -0.054
H -4.38341 8.13367 -4.31368 0.022 -0.024 -0.016
H -5.70121 8.17468 -3.13613 -0.022 -0.044 -0.068
H -3.44174 6.10920 -3.22704 0.018 -0.046 0.165
H -5.10511 5.80102 -3.71067 -0.125 -0.011 0.110
```
Positions in Å, forces in eV/Å.

* orbital gap: 7.790 eV
* LUMO energy: -0.159 eV
* SMILES: CCOP(=O)(CCC[C@]1(CB(O)O)CN(N(C)C(C)=O)[C@H](CC(C)C)C[N@@H+]1C(=O)[O-])OCC.CCOC(=O)C(F)(F)F.CCOC(=O)C(F)(F)F
* total charge: 0



Formula: C28H51BN9O2
Source: the Open Molecules 2025 dataset
Level of theory: the ωB97M-V functional and the def2-TZVPD basis

XYZ file:
```
91
Properties=species:S:1:pos:R:3:forces:R:3
C -4.26441 4.29808 1.09429 -0.167 -0.176 -0.264
O -3.05888 3.91689 0.47157 0.215 0.238 0.115
C -2.21891 3.10142 1.27716 -0.299 -0.307 -0.044
C -2.65226 1.62279 1.32988 0.533 0.217 0.260
C -1.46652 0.69828 1.03361 0.092 0.376 0.030
C -1.11636 0.67617 -0.45028 -0.265 0.297 -0.027
C -2.03809 -0.18012 -1.33919 0.128 -0.403 0.101
C -2.74583 -1.33498 -0.63336 0.040 -0.312 -0.593
C -1.80702 -2.48822 -0.23455 -0.489 0.079 0.503
C -2.07001 -3.06302 1.17381 0.733 -0.239 0.215
B -0.68469 -3.27623 2.06801 -0.397 0.041 -0.917
N -0.54341 -2.09028 3.11318 0.641 0.026 0.947
C -1.30339 -2.29167 4.35295 -0.234 -0.134 -0.387
C 0.80814 -1.90158 3.34671 0.133 -0.322 0.181
C 1.48450 -0.97910 2.34661 0.011 -0.667 -0.259
O 1.44633 -2.39585 4.28313 -0.206 0.655 -0.247
H -5.11197 3.74240 0.68621 -0.040 -0.060 -0.083
H -4.26431 4.11958 2.16978 0.178 0.107 0.133
H -4.42545 5.35687 0.89582 -0.115 0.109 0.105
H -1.21270 3.18354 0.87389 0.030 0.073 -0.219
H -2.19241 3.51051 2.29118 0.056 0.092 0.081
H -3.00271 1.42660 2.34240 -0.347 -0.215 -0.047
H -3.45533 1.46830 0.61177 -0.172 -0.069 0.006
H -0.60683 1.10955 1.57121 0.057 -0.066 0.099
H -1.61001 -0.29431 1.45288 -0.006 -0.133 -0.053
H -1.18238 1.70657 -0.81602 0.145 0.052 -0.065
H -0.07184 0.39711 -0.57562 0.033 -0.288 -0.013
H -2.78910 0.41867 -1.85569 0.007 0.267 0.033
H -1.40940 -0.62830 -2.11381 -0.018 0.074 -0.207
H -3.31847 -0.98376 0.22218 0.024 0.077 0.152
H -3.48738 -1.72865 -1.33634 -0.196 0.070 0.001
H -1.93734 -3.30684 -0.94676 0.167 0.006 -0.215
H -0.76748 -2.17458 -0.32046 0.101 0.104 0.043
H -2.72211 -2.38925 1.73727 -0.166 0.056 0.005
H -2.59854 -4.01633 1.09851 -0.174 -0.030 -0.072
H -0.68007 -4.37048 2.63636 0.009 0.121 0.288
H 0.29570 -3.22847 1.33142 -0.059 -0.120 0.037
H -2.13039 -1.57771 4.38169 -0.062 0.082 0.072
H -1.74307 -3.28938 4.38960 0.042 -0.116 0.039
H -0.68286 -2.16359 5.23604 0.071 0.052 0.071
H 1.11633 -1.20233 1.34746 -0.161 0.118 0.084
H 1.23755 0.05494 2.58454 0.035 0.073 0.128
H 2.55952 -1.14663 2.33148 0.138 0.154 0.170
C 3.13535 0.22151 -1.68700 0.009 0.079 0.050
C 2.45854 -0.96366 -1.18187 -0.129 -0.076 -0.121
N 1.88727 -1.88973 -0.81578 0.148 -0.037 -0.179
H 3.14822 0.20072 -2.77502 -0.038 0.036 0.006
H 2.59520 1.10955 -1.36265 -0.010 0.022 -0.043
H 4.15130 0.26270 -1.30403 0.078 -0.021 0.056
C -2.74356 7.92425 -0.42626 -0.024 -0.054 0.009
C -3.67935 8.76431 0.31114 0.022 -0.011 -0.010
N -4.41465 9.42758 0.88997 -0.043 0.035 0.024
H -2.79671 8.15849 -1.48729 0.007 -0.008 -0.015
H -1.73025 8.10078 -0.07236 0.015 -0.014 0.005
H -2.99117 6.87356 -0.28104 0.048 -0.026 -0.008
C 3.60327 -4.74783 3.82223 -0.054 -0.010 -0.138
C 4.99709 -4.80500 3.40239 0.031 0.041 0.146
N 6.11040 -4.83124 3.11994 0.030 0.022 -0.055
H 2.99740 -4.24409 3.06980 -0.040 0.022 0.067
H 3.22070 -5.75521 3.97122 -0.017 -0.016 -0.016
H 3.52255 -4.19065 4.75245 -0.074 0.069 -0.031
C -1.90228 0.76406 -4.89046 1.318 1.171 0.128
C -0.53441 1.05447 -4.47897 -0.134 0.258 -0.253
N 0.55631 1.28382 -4.20214 0.283 -0.059 0.111
H -2.29238 -0.08210 -4.32864 0.858 1.327 -0.037
H -2.53173 1.63463 -4.71538 -0.050 0.001 0.027
H -1.89813 0.52537 -5.95266 -0.190 -0.068 0.135
C 7.34718 -1.57218 3.19612 0.003 -0.132 0.020
C 6.45962 -0.99815 2.19662 0.099 -0.068 0.010
N 5.77675 -0.54239 1.39678 -0.075 0.065 -0.168
H 7.15152 -1.12652 4.16949 -0.010 0.008 0.008
H 7.18032 -2.64827 3.25117 -0.003 -0.001 0.010
H 8.38067 -1.38155 2.91402 0.020 0.010 0.015
C 4.29118 1.75289 3.22099 -0.032 0.119 -0.022
C 4.46846 3.19994 3.26032 -0.020 -0.032 0.035
N 4.61092 4.33817 3.29543 0.023 0.057 -0.006
H 3.23621 1.50959 3.11041 -0.001 -0.045 0.005
H 4.84126 1.33144 2.38273 -0.054 -0.008 0.013
H 4.65967 1.31366 4.14617 -0.021 -0.030 0.008
C -2.41139 -3.52727 -3.99865 0.116 0.076 -0.039
C -2.92471 -2.20672 -4.33888 -0.235 -0.543 0.208
N -3.35084 -1.16701 -4.56843 -1.986 -2.110 -0.125
H -2.53978 -4.20285 -4.84211 -0.004 0.007 -0.016
H -1.35485 -3.45621 -3.74800 0.038 -0.030 0.057
H -2.95006 -3.91595 -3.13687 0.007 0.030 0.033
C 0.60507 0.03222 -8.50602 0.001 0.042 0.052
C -0.84565 0.03951 -8.36690 0.004 -0.052 -0.058
N -1.98742 0.03494 -8.25428 -0.005 0.000 -0.103
H 0.88490 0.46114 -9.46585 0.016 0.002 -0.007
H 1.05224 0.61825 -7.70492 0.012 -0.004 0.023
H 0.97356 -0.98957 -8.44746 0.019 -0.008 0.003
```
Positions in Å, forces in eV/Å.

* orbital gap: 6.542 eV
* LUMO energy: 1.986 eV
* total charge: -1



- Which formula does entry 1 have?
  C28H51BF6N3O12P



- LUMO energy of number 1 (C28H51BF6N3O12P)?
  -0.159 eV



- The highest LUMO energy belongs to which entry?
  C28H51BN9O2



- Number 2 is which compound?
  C28H51BN9O2